Below is a molecular structure, C20H54I2NNbO12PS, with properties calculated with ωB97M-V with the def2-TZVPD basis set.

* HOMO level: -5.0 eV
* E: -85546.7376 eV
* charge: -1

Cartesian coordinates (Å):
1 C -1.344 0.710 4.046
2 C -1.168 0.130 3.019
3 C -0.924 -0.570 1.792
4 Nb 1.282 -0.581 1.252
5 C 0.940 -0.413 -0.981
6 C 1.931 -1.070 -1.858
7 O 2.962 -0.526 -2.203
8 N 1.578 -2.353 -2.347
9 C 0.822 -2.153 -3.581
10 C 2.688 -3.270 -2.494
11 O 1.497 1.341 1.615
12 C 1.114 2.435 0.784
13 C -0.371 2.444 0.504
14 C 1.079 -2.837 1.055
15 I -0.529 -3.663 -0.122
16 C 1.863 -3.726 1.675
17 C 2.986 -3.397 2.608
18 I 1.736 -5.854 1.495
19 P 3.909 -0.576 0.845
20 O 4.196 0.772 -0.059
21 O 4.495 -1.767 -0.055
22 S 4.957 -0.343 2.489
23 H -1.518 1.247 4.943
24 H -1.318 -1.580 1.874
25 H -1.462 -0.113 0.964
26 H 1.591 -0.922 3.005
27 H 0.857 0.609 -1.345
28 H -0.020 -0.909 -1.146
29 H 1.525 -2.205 -4.415
30 H 0.325 -1.192 -3.548
31 H 0.089 -2.943 -3.707
32 H 2.343 -4.118 -3.082
33 H 2.981 -3.664 -1.527
34 H 3.544 -2.832 -3.008
35 H 1.706 2.446 -0.131
36 H 1.371 3.355 1.309
37 H -0.667 3.472 0.313
38 H -0.671 1.798 -0.310
39 H -0.884 2.162 1.419
40 H 3.918 -3.245 2.075
41 H 3.158 -4.229 3.283
42 H 2.770 -2.526 3.210
43 H 3.865 1.527 0.440
44 H 5.460 -1.764 0.031
45 C -1.872 -2.887 -6.718
46 O -1.837 -2.497 -5.352
47 H -1.002 -3.516 -6.893
48 H -2.773 -3.462 -6.949
49 H -1.818 -2.021 -7.384
50 H -2.600 -1.939 -5.182
51 C 2.164 0.876 -5.814
52 O 2.545 1.777 -4.783
53 H 1.913 1.470 -6.691
54 H 2.990 0.203 -6.066
55 H 1.291 0.283 -5.524
56 H 2.796 1.273 -3.995
57 C -3.396 4.077 2.543
58 O -3.493 2.729 2.110
59 H -3.516 4.710 1.666
60 H -4.181 4.321 3.267
61 H -2.421 4.282 2.994
62 H -3.376 2.165 2.881
63 C 2.147 1.719 5.912
64 O 2.550 0.609 5.136
65 H 2.258 1.445 6.960
66 H 2.771 2.599 5.716
67 H 1.098 1.979 5.728
68 H 2.449 0.854 4.207
69 C -2.990 -0.772 -2.288
70 O -2.696 -0.505 -0.925
71 H -2.363 -1.610 -2.589
72 H -4.041 -1.048 -2.422
73 H -2.761 0.089 -2.925
74 H -3.244 0.233 -0.639
75 C -6.590 2.312 3.087
76 O -6.234 2.349 4.469
77 H -5.930 1.602 2.599
78 H -7.626 1.987 2.954
79 H -6.452 3.291 2.622
80 H -6.810 2.979 4.908
81 C -4.934 -1.576 3.400
82 O -4.096 -1.265 2.302
83 H -5.758 -2.176 3.021
84 H -4.399 -2.155 4.159
85 H -5.342 -0.673 3.867
86 H -3.351 -0.745 2.626
87 C 4.419 3.298 -2.673
88 O 4.156 1.914 -2.763
89 H 4.304 3.725 -3.668
90 H 3.713 3.803 -2.000
91 H 5.440 3.498 -2.324
92 H 4.255 1.531 -1.874

---

Below is a molecular structure, C20H54N2O8, with properties calculated with ωB97M-V with the def2-TZVPD basis set.

* relative energy (zero: lowest compared OMol25 entry of this formula, charge and spin): 1581.0 kJ/mol
* HOMO level: -8.4 eV
* E: -40956.8676 eV

Cartesian coordinates (Å):
1 C 1.275 2.092 -0.307
2 O 0.434 3.222 -0.301
3 H 2.106 2.265 0.376
4 H 0.760 1.208 0.070
5 H 1.700 1.795 -1.265
6 H -0.252 3.033 0.343
7 C -2.469 3.924 0.668
8 O -1.398 3.995 1.588
9 H -3.057 3.058 0.970
10 H -3.026 4.853 0.544
11 H -2.004 3.757 -0.303
12 H -0.611 4.452 1.281
13 O 3.100 3.576 2.266
14 H 3.821 3.002 2.008
15 H 2.318 3.028 2.192
16 O 1.921 5.066 -0.012
17 H 1.107 4.630 -0.262
18 H 2.611 4.534 -0.409
19 O 3.352 3.635 -0.658
20 H 4.102 3.333 -1.169
21 H 3.625 3.531 0.254
22 O 0.217 4.756 1.222
23 H 0.928 4.174 0.953
24 H 0.647 5.431 1.748
25 C -3.970 -0.291 1.833
26 C -2.607 -0.885 1.345
27 C -1.582 0.317 1.486
28 C -0.125 -0.108 1.291
29 C 0.177 -1.258 2.271
30 C -0.778 -2.505 2.181
31 N -2.183 -1.975 2.222
32 O -3.127 -3.016 2.311
33 C -0.312 -3.414 0.961
34 C -0.499 -3.327 3.463
35 C -2.806 -1.214 -0.149
36 H -4.746 -1.049 1.733
37 H -4.405 0.534 1.270
38 H -3.939 -0.025 2.890
39 H -1.748 1.104 0.750
40 H -1.553 0.704 2.505
41 H 0.569 0.709 1.489
42 H -0.076 -0.484 0.269
43 H 0.369 -0.742 3.211
44 H 1.112 -1.606 1.831
45 H -0.545 -2.859 0.052
46 H 0.699 -3.820 0.963
47 H -1.115 -4.149 0.902
48 H -0.905 -4.338 3.435
49 H 0.546 -3.439 3.753
50 H -0.982 -2.818 4.297
51 H -1.875 -1.560 -0.597
52 H -3.305 -0.444 -0.737
53 H -3.517 -2.033 -0.256
54 H -3.346 -2.999 3.245
55 C 0.204 -1.241 -4.274
56 C -0.193 -1.058 -2.786
57 C -0.579 -2.460 -2.236
58 C 0.579 -3.356 -1.804
59 C 1.451 -2.560 -0.788
60 C 1.922 -1.209 -1.415
61 N 0.762 -0.452 -1.915
62 O 1.018 0.943 -2.218
63 C 2.433 -0.359 -0.179
64 C 3.046 -1.408 -2.386
65 C -1.526 -0.176 -2.578
66 H 0.726 -0.349 -4.621
67 H -0.560 -1.361 -5.041
68 H 0.965 -2.021 -4.312
69 H -1.248 -2.245 -1.403
70 H -1.194 -3.024 -2.937
71 H 1.224 -3.884 -2.507
72 H 0.113 -4.182 -1.266
73 H 2.334 -3.170 -0.593
74 H 0.862 -2.476 0.126
75 H 1.785 -0.425 0.695
76 H 3.465 -0.661 -0.001
77 H 2.612 0.698 -0.377
78 H 3.593 -0.508 -2.666
79 H 3.650 -2.255 -2.061
80 H 2.730 -1.752 -3.371
81 H -1.293 0.878 -2.729
82 H -1.938 -0.237 -1.570
83 H -2.246 -0.458 -3.346
84 H 0.673 1.409 -1.454

---

Below is a molecular structure, C20H55F2NO9S7Zr, with properties calculated with ωB97M-V with the def2-TZVPD basis set.

* HOMO level: -12.1 eV
* E: -124097.9616 eV
* charge: +2

Cartesian coordinates (Å):
1 Zr -11.325 -18.755 21.992
2 F -13.276 -18.014 22.698
3 F -10.460 -17.646 23.655
4 C -9.894 -15.409 26.541
5 O -10.286 -16.792 26.441
6 H -9.698 -15.114 27.572
7 H -8.986 -15.345 25.941
8 H -10.664 -14.688 26.268
9 H -10.114 -16.954 25.511
10 C -15.417 -16.591 24.984
11 O -15.758 -17.501 24.001
12 H -14.435 -16.766 25.422
13 H -15.480 -15.600 24.535
14 H -16.181 -16.604 25.762
15 H -14.964 -17.635 23.478
16 N -5.239 -18.780 26.861
17 C -4.185 -18.363 26.104
18 C -4.581 -17.276 25.354
19 C -5.877 -16.934 25.794
20 C -6.225 -17.844 26.729
21 H -5.200 -19.612 27.433
22 H -3.244 -18.892 26.075
23 H -3.966 -16.677 24.699
24 H -6.405 -16.082 25.393
25 H -7.151 -17.868 27.285
26 C -13.363 -19.499 25.659
27 S -12.336 -20.786 24.915
28 O -11.745 -20.075 23.731
29 C -11.098 -20.804 26.304
30 H -14.150 -19.806 26.349
31 H -13.947 -19.107 24.826
32 H -12.832 -18.655 26.099
33 H -10.227 -21.437 26.131
34 H -11.594 -21.193 27.194
35 H -10.695 -19.829 26.576
36 C -11.689 -16.740 17.965
37 S -12.683 -18.057 18.741
38 O -12.107 -18.147 20.125
39 C -14.220 -17.005 18.959
40 H -12.280 -16.326 17.148
41 H -10.785 -17.211 17.579
42 H -11.588 -16.002 18.760
43 H -14.636 -16.807 17.971
44 H -14.059 -16.069 19.494
45 H -14.975 -17.435 19.617
46 C -11.515 -21.811 18.739
47 S -10.032 -20.783 19.175
48 O -10.600 -20.062 20.424
49 C -8.910 -22.108 19.801
50 H -12.392 -21.210 18.499
51 H -11.788 -22.458 19.572
52 H -11.230 -22.383 17.857
53 H -8.154 -21.669 20.452
54 H -8.347 -22.522 18.965
55 H -9.430 -22.895 20.346
56 C -8.562 -22.102 23.732
57 S -8.212 -20.449 23.002
58 O -9.573 -19.925 22.581
59 C -7.733 -19.730 24.629
60 H -8.478 -22.862 22.955
61 H -9.561 -22.274 24.132
62 H -7.897 -22.424 24.533
63 H -8.434 -19.883 25.450
64 H -7.540 -18.675 24.435
65 H -6.774 -20.177 24.895
66 C -15.091 -20.311 20.097
67 S -14.040 -21.183 21.327
68 O -12.789 -20.310 21.460
69 C -15.159 -21.151 22.828
70 H -16.030 -20.840 19.932
71 H -14.616 -19.965 19.179
72 H -15.293 -19.379 20.624
73 H -14.610 -21.677 23.610
74 H -16.103 -21.655 22.620
75 H -15.288 -20.096 23.068
76 C -7.139 -18.605 20.160
77 S -8.351 -17.239 20.545
78 O -9.595 -17.940 21.013
79 C -7.421 -16.632 22.013
80 H -7.475 -19.156 19.282
81 H -6.976 -19.316 20.970
82 H -6.192 -18.102 19.961
83 H -8.076 -15.983 22.595
84 H -6.506 -16.152 21.668
85 H -7.097 -17.504 22.581
86 C -10.431 -13.647 21.188
87 S -11.772 -14.781 21.753
88 O -11.309 -16.227 21.458
89 C -11.580 -14.494 23.565
90 H -10.644 -12.624 21.497
91 H -10.349 -13.765 20.107
92 H -9.481 -13.895 21.662
93 H -10.506 -14.392 23.715
94 H -12.014 -15.341 24.096
95 H -12.116 -13.567 23.771